Record 1
A molecular structure, C28H45CoN2O4S2Si, computed with ωB97M-V with the def2-TZVPD basis set.

Summary:
Orbital gap (spin up / spin down) in Eh: 0.2647 / 0.2645

XYZ file:
```
83
C28H45CoN2O4S2Si | the Open Molecules 2025 dataset | ωB97M-V with the def2-TZVPD basis set
H 1.62 5.00 -0.04
C 4.17 -0.05 -0.67
H -5.10 -3.40 -1.67
C 3.79 0.09 0.80
H -2.56 -2.79 1.61
Co -1.52 -0.88 -0.30
Si 1.08 0.96 0.90
H 1.61 3.47 3.66
H -2.07 2.77 3.21
H -1.83 1.13 2.59
H -0.94 2.47 -0.99
H -2.35 -3.07 -2.09
C 0.37 -2.50 1.07
C -0.07 1.58 4.65
C -0.01 2.10 3.22
C 0.29 -1.52 -2.43
H -7.30 0.17 -2.48
H 0.00 4.20 3.75
C 0.62 3.49 3.20
H 0.58 -3.51 1.42
C -1.41 2.13 2.62
H 2.01 -3.82 -0.61
C 2.65 -3.03 -2.51
H 3.92 2.25 0.77
H -0.69 -4.47 -1.04
C -5.19 -2.33 -1.61
H -0.65 3.99 -1.85
H 3.96 -2.01 1.25
H 2.57 2.14 -2.22
H 0.99 1.33 -2.16
O 2.38 -0.04 0.92
H 5.37 1.43 1.39
H 0.94 1.51 5.06
C -3.41 -2.43 1.03
O 1.46 2.41 0.23
H 1.20 2.81 -3.10
C 4.38 -1.07 1.61
C 4.28 1.42 1.37
H -3.77 -1.50 1.48
H 4.13 -0.95 2.66
H 0.95 -0.70 -4.29
H -4.21 -3.18 1.06
H -0.27 -1.99 1.80
C 1.78 -3.14 -1.43
C -4.29 -0.17 -0.96
H -0.66 2.24 5.29
H -1.38 2.52 1.60
H -0.67 3.97 -0.08
N -3.03 -2.15 -0.38
H -5.50 1.52 -1.45
H 3.90 1.54 2.39
C -2.50 -3.35 -1.05
C -1.17 -3.72 -0.41
H -7.09 -2.29 -2.61
H 5.46 -1.10 1.50
O 0.82 1.20 2.51
H 0.73 3.84 2.17
S -2.96 0.72 -0.24
H 5.24 0.11 -0.81
H 3.92 -1.05 -1.03
O -0.11 0.20 0.18
H 3.02 -2.03 -4.37
C -0.38 3.40 -0.97
H 3.63 0.67 -1.27
H -3.18 -4.20 -1.00
C -6.42 -0.32 -2.07
C -4.20 -1.56 -1.03
C 0.62 -2.38 -1.38
H 3.56 -3.62 -2.53
C 1.18 -1.40 -3.49
C 2.34 -2.15 -3.54
N -0.29 -2.53 -0.26
C 1.90 4.42 -0.92
S -1.24 -0.66 -2.42
C -5.42 0.45 -1.49
C 1.11 3.12 -0.96
C -6.31 -1.70 -2.14
H -1.30 -4.18 0.57
H 2.97 4.21 -0.87
H -0.51 0.58 4.67
H 1.29 -1.94 1.00
C 1.50 2.30 -2.18
H 1.70 5.02 -1.81
```

***

Record 2
A molecular structure, C28H45N2P2Rh in a non-equilibrium geometry, computed with ωB97M-V with the def2-TZVPD basis set.

Summary:
Orbital gap in Eh: 0.2732

XYZ file:
```
78
C28H45N2P2Rh | the Open Molecules 2025 dataset | ωB97M-V with the def2-TZVPD basis set
N -1.58 -0.46 -1.03
H -1.93 -1.42 3.00
H 1.20 -0.80 5.09
C 3.97 -0.90 1.03
C -1.87 0.12 4.53
C 1.26 3.63 1.63
C 0.71 2.34 1.44
H 0.58 1.46 4.75
H 2.71 1.16 -3.64
H -2.88 0.03 1.22
H -1.07 -0.26 5.16
H 4.77 -1.26 0.38
H 1.71 -2.44 4.70
H 5.05 1.61 0.85
H 2.03 3.34 -4.54
H 0.67 4.88 -3.18
C 0.56 3.57 -1.49
H 1.94 5.10 3.00
H -0.08 4.22 -0.92
C 2.73 -1.35 -1.85
C 2.12 1.82 -3.02
H 3.26 -1.72 1.16
H -2.25 -2.53 -2.51
H 1.48 4.25 0.78
Rh -0.17 -0.16 -0.07
H -0.04 -3.21 2.55
P 2.02 -0.06 -0.75
H 2.83 -2.20 -1.17
H -4.00 -1.61 -0.84
C 1.00 -1.35 2.97
H 0.72 -1.88 -2.52
H -3.10 -1.64 -3.78
C 0.97 -1.67 4.47
N 0.52 1.76 0.23
H -1.57 1.09 -3.15
P -0.16 -0.08 2.26
H 4.42 -0.70 2.01
C 1.52 4.11 2.90
H -1.85 1.21 4.58
C 1.28 3.34 4.04
H 1.66 -0.99 -3.71
H -3.87 0.09 2.69
C 4.11 -1.06 -2.45
C 0.75 2.08 3.87
H 1.50 3.72 5.03
H -3.30 0.95 -3.55
H 1.97 -0.89 2.74
C -2.32 -1.57 -3.03
H 0.00 -2.06 4.77
H -2.78 1.42 2.30
C -3.98 -0.67 -1.39
C 1.75 1.47 -1.74
H 3.90 2.33 -0.27
H -1.37 -1.39 -3.53
H -4.22 0.15 -0.70
C 0.82 -2.64 2.17
C 0.97 3.92 -2.77
H 0.61 -2.40 1.13
C -1.78 -0.34 3.07
H 4.90 -1.04 -1.70
H 2.74 0.83 1.28
H 4.96 1.03 -0.82
C -2.89 0.34 2.26
H 4.14 -0.11 -2.98
C 1.74 3.06 -3.54
C -2.57 0.91 -2.74
C 4.36 1.39 0.03
H 1.71 -3.28 2.26
C 1.72 -1.75 -2.93
C 3.32 0.37 0.48
H -2.79 1.71 -2.03
H -2.82 -0.22 4.95
C 0.93 2.33 -0.98
H -4.77 -0.70 -2.15
H 4.36 -1.85 -3.17
H 2.03 -2.69 -3.39
C -2.62 -0.45 -2.04
C 0.46 1.56 2.61
```

***

Record 3
6 unconnected molecules or ions with the total composition C28H45NO13P in a non-equilibrium geometry, computed with ωB97M-V with the def2-TZVPD basis set.

Summary:
Charge: -1
Orbital gap in Eh: 0.1913

XYZ file:
```
88
C28H45NO13P | the Open Molecules 2025 dataset | ωB97M-V with the def2-TZVPD basis set
C -7.11 -1.92 5.11
H 4.13 -0.48 1.29
O 4.32 -1.03 -7.40
C -1.63 1.34 0.94
O -1.96 -0.98 3.72
O -0.09 1.57 -0.81
N 3.71 0.22 -4.68
H 3.30 -0.99 -0.21
H 5.31 -1.50 -1.32
C 4.56 3.07 -5.03
H 1.64 1.33 -2.57
H 2.65 1.49 -6.13
P 4.69 1.51 -4.05
H -6.24 -2.58 5.11
C 1.55 0.60 -3.40
C 6.45 0.99 -3.78
O 5.35 -3.13 0.95
C -4.96 2.49 2.47
H -8.26 2.67 2.58
C -8.37 -2.61 3.23
C -5.47 3.18 1.22
H -1.11 3.21 -0.07
H 4.76 2.98 -6.11
H 2.99 4.48 -5.55
O 4.96 1.05 -7.59
H 6.79 -1.70 1.34
C 2.76 -0.32 -3.72
C 0.55 0.91 0.17
C -1.18 -3.22 3.23
O 0.54 0.45 -4.03
H -7.18 -1.42 6.07
H 8.31 0.57 -4.86
C -6.25 2.02 3.12
H 5.92 -0.16 -0.35
H 3.23 4.34 -3.77
H -2.19 0.45 0.66
C -8.39 -2.66 4.75
C 4.22 0.17 -7.09
H -2.23 1.89 1.67
H -7.82 -3.44 2.80
C 4.14 -1.18 0.45
O -7.57 -0.74 1.92
H -0.40 -4.32 4.90
C -7.61 -1.33 2.96
H -9.38 -2.56 2.81
O 1.62 0.39 0.03
H 6.90 0.99 -5.97
H 3.28 -0.52 -2.75
O 0.10 -1.62 4.38
H -2.15 -3.67 3.45
H -2.09 2.10 -1.05
H -8.43 -3.66 5.15
H 2.44 -1.31 -4.09
H 7.04 -0.63 -5.12
C 5.46 -1.15 -0.30
H -6.19 1.95 4.21
O 3.15 -3.17 1.43
H 1.59 -2.61 3.36
H -1.02 -3.17 2.15
H 6.45 0.17 -3.03
H -7.26 3.95 3.30
H -4.43 3.22 3.08
H -6.52 1.05 2.73
C 0.93 -2.79 4.20
C 6.29 -2.15 0.47
O -6.93 -0.94 4.07
C -0.04 -3.92 3.95
H 7.04 -2.64 -0.15
H 1.53 -2.95 5.10
H 5.33 3.77 -4.62
H 0.40 -4.74 3.38
H 0.17 1.71 2.11
H -9.25 -2.10 5.12
H 2.35 3.06 -4.64
O -6.79 3.46 1.35
O -4.81 3.49 0.26
C -0.26 0.95 1.45
C -1.30 2.16 -0.30
H 2.32 -0.25 -6.17
H -4.31 1.66 2.21
C 3.13 0.49 -6.01
C 3.19 3.77 -4.71
C -1.10 -1.82 3.80
H -0.27 -0.02 1.93
C 7.22 0.47 -5.05
H 6.97 1.84 -3.29
C -7.25 3.07 2.65
C 4.11 -2.59 0.99
```

***

Record 4
A molecular structure, C28H46BN6NiO in a non-equilibrium geometry, computed with ωB97M-V with the def2-TZVPD basis set.

Summary:
Charge: +1
2S+1: 3
Orbital gap (spin up / spin down) in Eh: 0.3295 / 0.3024

XYZ file:
```
83
C28H46BN6NiO | the Open Molecules 2025 dataset | ωB97M-V with the def2-TZVPD basis set
C 2.86 -3.10 -3.39
C 1.39 -2.82 -3.09
C -2.04 -2.37 3.00
H 3.58 1.36 2.31
C 2.21 3.13 -3.17
C 1.92 -2.45 1.99
H -2.16 -2.86 3.97
H 1.73 -4.63 1.95
C 0.99 1.63 3.56
H -4.88 -0.25 1.30
H 3.63 3.04 1.79
H 0.10 -0.41 2.15
H -2.86 1.76 -2.46
H 2.97 -3.40 -4.43
H -0.97 -2.31 2.79
C 0.10 4.41 -2.58
C 0.82 3.06 -2.54
Ni -1.03 0.62 -2.07
C 1.64 2.40 2.42
N 0.46 -1.47 0.20
C -2.05 -0.11 4.11
H 1.23 -0.77 -3.80
C 3.17 2.36 2.51
H 1.32 0.60 3.62
N -1.67 -0.16 0.82
C -3.48 0.90 -2.76
H 0.22 2.34 -3.15
H 3.49 2.66 3.50
H 3.86 -1.54 1.66
C -3.88 -0.15 0.93
H 2.83 3.84 -2.62
H -0.22 -1.73 -4.13
N 0.33 -1.58 -1.16
C 1.42 3.06 0.01
H 2.67 -3.99 3.31
C 2.98 -1.40 2.29
C -4.31 0.43 -1.58
H -0.89 4.35 -2.14
H 2.71 2.17 -3.14
C -3.47 0.17 -0.37
O -1.77 -2.25 -2.11
C -2.72 -0.39 1.65
H 1.24 -1.99 -5.06
C 1.96 -2.94 -0.55
H -0.09 1.65 3.48
C 0.86 -1.77 -4.07
H 0.67 5.16 -2.03
C 1.23 -2.45 -1.63
H 3.31 -1.47 3.33
N -2.14 0.17 -0.41
H -4.77 -0.53 -1.86
H 2.15 3.47 -4.20
H 3.38 -4.04 1.70
C 1.46 -2.30 0.57
C -1.12 -1.29 -1.93
H -2.30 -0.51 5.09
H -0.96 -0.10 4.03
H 0.84 -3.75 -3.24
H 1.92 4.00 0.14
C -5.42 1.42 -1.25
N 0.34 1.34 -0.86
H 3.27 -3.89 -2.77
H -6.06 1.59 -2.13
H 3.46 -2.20 -3.23
N 0.52 1.07 0.47
H -2.50 -3.01 2.24
H -6.06 1.06 -0.45
C 0.88 2.52 -1.14
H 1.26 2.11 4.51
H -3.73 -1.12 3.28
C -2.67 -0.98 3.03
H -2.41 0.92 4.06
H -2.89 0.09 -3.22
H -4.11 1.31 -3.55
C 1.17 2.13 1.01
H -5.01 2.38 -0.94
H 0.01 4.76 -3.61
H 2.59 -0.40 2.12
H 1.06 -2.28 2.64
B -0.14 -0.23 1.01
H 1.37 3.45 2.57
H 2.76 -3.65 -0.57
C 2.45 -3.86 2.25
```

***

Record 5
A molecular structure, C28H46BrMnN3P2S in a non-equilibrium geometry, computed with ωB97M-V with the def2-TZVPD basis set.

Summary:
Charge: +2
2S+1: 6
Orbital gap (spin up / spin down) in Eh: 0.2455 / 0.1104

XYZ file:
```
82
C28H46BrMnN3P2S | the Open Molecules 2025 dataset | ωB97M-V with the def2-TZVPD basis set
H -2.21 2.50 -0.36
Br -1.38 -4.55 -4.35
H 2.39 5.24 1.10
H -3.21 -4.97 -1.46
C 0.81 -1.29 -3.10
N 2.46 -2.40 0.77
H -4.33 -3.82 -0.70
H 2.19 -2.59 -0.18
H -4.96 -1.23 2.15
H -1.75 2.43 2.71
C 0.73 3.92 1.48
C 2.95 2.91 -3.98
C -0.19 -0.39 -2.67
H 0.44 0.47 3.10
C -1.54 -0.79 -2.66
P -2.44 -2.44 1.23
H 1.22 -3.19 -3.99
C -0.49 -3.01 3.04
C -1.55 2.04 1.70
H 0.04 4.48 0.83
H 1.17 1.54 5.09
H -0.76 1.68 -2.37
H 2.00 1.15 2.69
H -3.48 2.57 0.89
H 3.28 -4.28 1.33
H 3.85 3.83 -5.73
H -0.03 2.66 4.46
Mn 0.75 0.67 -0.56
H -0.06 3.99 -2.72
H -2.95 -2.25 -3.35
C -4.90 -1.20 1.05
H -1.31 -4.11 -0.08
C 1.76 2.82 -3.20
H -5.36 -2.12 0.68
C 3.00 -1.22 1.17
H 4.18 -0.70 2.78
C 1.48 1.55 -2.49
H 2.41 3.80 0.08
C 2.18 4.17 1.08
H 0.32 5.60 -4.55
H -0.71 -1.04 2.13
C -2.20 -3.49 -0.24
H 2.88 3.69 1.77
H -0.04 -2.27 1.04
C 3.41 -2.75 2.88
C -3.40 -4.40 -0.55
H -2.30 -0.08 -2.33
H 1.72 -3.86 2.10
C -3.43 -1.06 0.60
C 1.03 4.80 -4.39
H -3.36 -1.07 -0.50
C 2.68 -3.46 1.76
H 0.33 -2.65 3.66
C -1.90 -2.02 -3.21
H -1.78 0.97 1.70
H -2.00 -2.80 -1.06
C 0.12 1.03 -2.42
C -0.90 -2.91 -3.65
H -5.50 -0.35 0.69
H 1.84 -0.96 -3.13
N 3.62 -1.42 2.34
H -3.00 -0.12 0.96
H -1.37 -3.08 3.69
C -2.42 2.78 0.69
H 2.80 -2.69 3.79
S 2.89 0.30 0.38
H -3.58 -5.11 0.27
H 4.35 -3.24 3.13
H -2.29 3.87 0.79
C 0.82 3.86 -3.36
H 1.71 3.01 4.28
H 3.81 2.24 -3.84
H 2.28 0.85 -2.74
H 0.56 4.25 2.51
H -0.28 -4.04 2.73
C 0.96 1.42 2.94
C -0.76 -2.10 1.85
C 0.45 -2.54 -3.58
C 3.01 3.84 -5.03
N 2.07 4.77 -5.21
C 0.95 2.21 4.25
P 0.24 2.14 1.42
```

***

Record 6
A molecular structure, C28H46BrNOOsP2 in a non-equilibrium geometry, computed with ωB97M-V with the def2-TZVPD basis set.

Summary:
Charge: +4
2S+1: 5
Orbital gap (spin up / spin down) in Eh: 0.2039 / 0.2000

XYZ file:
```
80
C28H46BrNOOsP2 | the Open Molecules 2025 dataset | ωB97M-V with the def2-TZVPD basis set
H 5.38 -0.42 -1.93
C 5.96 -2.51 -1.99
H 6.35 2.83 0.51
C -0.69 0.18 4.34
C 0.40 1.06 4.80
H 5.26 -2.73 3.46
H 7.59 1.57 0.44
C 5.10 -1.87 1.48
C -3.31 -1.50 0.77
H 0.40 1.06 5.90
H 4.95 -2.86 1.02
C -6.83 6.08 -4.10
H -1.34 1.53 -3.19
H -2.80 -0.84 1.54
H -0.48 -1.88 4.86
H 4.12 -1.37 1.58
H -0.61 -3.32 -2.44
Os -0.85 -0.10 1.42
H -3.84 -2.28 1.34
C 5.81 -2.04 2.82
H 0.46 -3.89 1.48
H 4.23 -1.51 -1.08
H -3.56 2.29 -3.59
C -5.70 3.61 -4.53
N -7.03 5.48 -5.27
P -0.65 -2.07 0.43
H -4.05 -0.86 0.27
C 0.60 -2.47 -0.85
H -2.34 -1.56 -1.19
C -6.49 4.28 -5.48
H 5.90 -1.09 3.36
H -1.34 -5.32 2.30
H 1.04 -3.44 -0.57
H 1.37 0.66 4.46
C -1.63 -4.47 1.67
H -5.26 2.64 -4.78
H -0.44 -2.93 2.66
O -1.34 0.46 3.27
C -2.68 2.16 -1.63
P 6.11 -0.90 0.29
H 5.35 0.92 1.64
C 6.58 1.85 0.10
H 5.64 -2.57 -3.04
H 1.40 -1.72 -0.71
H -0.84 -0.77 6.21
H -2.13 -1.24 5.06
C -5.45 4.24 -3.29
C -1.92 1.86 0.68
C -1.07 -0.99 5.16
H -3.83 2.75 0.08
C -0.46 1.20 -1.24
H -2.57 -4.08 2.06
Br 1.66 0.05 1.59
H -2.03 2.12 1.75
C -4.56 3.64 -2.29
C 0.09 -2.48 -2.28
H -5.92 6.05 -2.15
C -2.36 -2.11 -0.25
H 0.49 0.77 -1.56
H -6.68 3.81 -6.45
H 5.70 -3.46 -1.51
C -0.51 -3.42 1.67
C -6.06 5.50 -3.08
H 0.31 2.08 4.42
C -3.66 2.66 -2.56
H 6.61 1.94 -0.99
C 5.29 -1.32 -1.30
H -7.28 7.06 -3.96
H 0.93 -2.61 -2.97
C 5.53 0.83 0.56
H 6.82 -2.45 2.68
C -1.47 1.60 -2.11
H -2.59 -3.16 -0.47
H 4.58 0.95 0.02
H 7.05 -2.42 -1.99
C -2.89 2.31 -0.25
H -4.58 4.11 -1.30
H -1.81 -4.87 0.66
H -0.42 -1.55 -2.55
C -0.73 1.29 0.13
```